1.
{
  "formula": "C4H9NO2",
  "method": "the ωB97M-V functional and the def2-TZVPD basis",
  "total_energy_ha": -362.92899,
  "homo_ev": -7.3,
  "smiles": "CO/C(O)=C(\\C)N",
  "species": ["C", "O", "C", "O", "C", "C", "N", "H", "H", "H", "H", "H", "H", "H", "H", "H"],
  "xyz": [[-0.112369, 1.071609, 1.792047], [0.607893, 1.035297, 0.550822], [0.869056, -0.257459, 0.069243], [2.026726, -0.875861, 0.488423], [-0.075299, -0.804735, -0.701981], [-1.300569, 0.532367, -0.869227], [0.170229, -1.895563, -1.514103], [0.610450, 1.246648, 2.591353], [-0.651679, 0.150705, 2.034210], [-0.832078, 1.890350, 1.727788], [2.669173, -0.165250, 0.646013], [-1.455927, 0.486586, -1.944119], [-2.124755, 0.086129, -0.319098], [-1.245486, 1.598206, -0.654436], [-0.292338, -1.881980, -2.412573], [1.136973, -2.217049, -1.484363]],
  "atomic_forces_ev_per_a": [[0.519, 0.187, 0.232], [1.003, -1.394, 0.913], [-1.131, 0.654, 0.476], [-0.057, 0.634, -0.102], [0.397, 5.070, 0.388], [0.333, -4.010, -1.520], [-0.994, -0.718, -0.110], [-0.207, 0.181, 0.173], [0.115, -0.038, -0.426], [0.133, 0.019, 0.087], [-0.104, -0.289, -0.036], [-0.666, -0.178, -0.144], [-0.392, 0.239, -0.314], [1.206, -0.479, 0.533], [0.334, -0.138, 0.139], [-0.487, 0.259, -0.289]]
}

=====

2.
{
  "formula": "C4H9NO2",
  "method": "the ωB97M-V functional and the def2-TZVPD basis",
  "total_energy_ha": -363.07161,
  "homo_ev": -9.6,
  "smiles": "C[C@@H](O)CC(N)=O",
  "species": ["C", "C", "O", "C", "C", "N", "O", "H", "H", "H", "H", "H", "H", "H", "H", "H"],
  "xyz": [[0.795563, -1.881957, -0.435904], [0.131900, -0.662616, 0.186354], [0.699079, -0.330419, 1.456353], [0.290685, 0.580499, -0.688573], [-0.817550, 1.612306, -0.540026], [-1.280529, 1.769268, 0.732836], [-1.259825, 2.234480, -1.489808], [1.868793, -1.714932, -0.573576], [0.345654, -2.088589, -1.413006], [0.655970, -2.773332, 0.187704], [-0.939839, -0.874894, 0.320854], [0.649334, -1.111664, 2.022591], [1.246431, 1.051769, -0.424707], [0.332056, 0.317655, -1.747749], [-1.937332, 2.516309, 0.898782], [-0.780390, 1.356116, 1.507875]],
  "atomic_forces_ev_per_a": [[0.050, -0.038, -0.015], [-0.136, -0.047, -0.295], [-0.045, -0.207, 0.215], [0.001, -0.019, -0.110], [0.016, 0.082, -0.037], [0.025, 0.106, -0.019], [0.105, -0.168, 0.300], [-0.126, 0.002, 0.026], [0.073, 0.011, 0.148], [0.043, 0.147, -0.050], [0.130, 0.027, -0.047], [0.013, 0.165, -0.053], [-0.123, -0.042, -0.070], [-0.039, 0.018, 0.132], [0.088, -0.107, 0.004], [-0.075, 0.071, -0.129]]
}

=====

3.
{
  "formula": "C4H9NO2",
  "method": "the ωB97M-V functional and the def2-TZVPD basis",
  "total_energy_ha": -362.98518,
  "homo_ev": -10.3,
  "species": ["C", "N", "C", "O", "C", "C", "O", "H", "H", "H", "H", "H", "H", "H", "H", "H"],
  "xyz": [[1.803578, -0.412046, -1.567944], [1.933763, 0.582004, -0.551448], [1.941336, 1.348148, 0.331664], [-0.274225, 0.650356, 1.785058], [-1.232755, 0.793704, 0.750448], [-1.733084, -0.603948, 0.397634], [-0.633547, -1.463432, 0.168764], [0.889848, -0.981226, -1.358485], [1.736535, 0.084114, -2.539407], [2.676361, -1.070792, -1.543539], [0.489664, 1.222930, 1.592951], [-2.071742, 1.420496, 1.080990], [-0.795849, 1.260372, -0.145068], [-2.360904, -0.994963, 1.212587], [-2.337393, -0.585554, -0.515865], [-0.031591, -1.250166, 0.901663]],
  "atomic_forces_ev_per_a": [[-0.021, -0.033, -0.068], [0.068, 0.675, 0.807], [0.258, -0.677, -1.088], [-0.110, 0.139, 0.088], [-0.253, -0.029, -0.212], [-0.277, 0.135, 0.030], [0.160, 0.008, 0.182], [0.243, 0.094, -0.120], [0.033, -0.136, 0.129], [-0.167, 0.136, -0.034], [-0.245, -0.150, 0.156], [0.095, -0.065, -0.027], [0.036, -0.084, 0.216], [0.112, 0.068, -0.090], [0.075, 0.058, 0.149], [-0.007, -0.138, -0.118]]
}

=====

4.
{
  "formula": "C4H9NO2",
  "method": "the ωB97M-V functional and the def2-TZVPD basis",
  "total_energy_ha": -363.08553,
  "homo_ev": -9.9,
  "smiles": "CC(C)NC(=O)O",
  "species": ["C", "C", "C", "N", "C", "O", "O", "H", "H", "H", "H", "H", "H", "H", "H", "H"],
  "xyz": [[-1.616014, 0.667578, 1.082001], [-0.797022, 1.067191, -0.146227], [0.249971, 2.125543, 0.235992], [-0.189691, -0.070566, -0.819000], [0.592768, -0.993974, -0.222382], [0.886013, -1.085089, 0.945115], [1.012626, -1.885823, -1.163195], [-1.883088, 1.543526, 1.658102], [-1.068470, -0.029717, 1.702899], [-2.528485, 0.140883, 0.793258], [-1.480421, 1.523118, -0.859558], [0.879024, 1.785367, 1.054404], [-0.252091, 3.051462, 0.512954], [0.891046, 2.330615, -0.629252], [-0.230209, -0.106603, -1.827394], [1.582335, -2.548964, -0.750342]],
  "atomic_forces_ev_per_a": [[-0.221, -0.605, -0.412], [0.229, 0.489, 0.760], [-0.022, -0.135, -0.566], [-0.244, 0.048, -0.259], [0.053, -0.351, -0.274], [0.048, 0.133, 0.145], [0.135, -0.149, -0.258], [-0.066, 0.189, 0.117], [0.271, 0.113, 0.216], [-0.057, 0.142, -0.084], [0.024, -0.067, -0.224], [-0.005, -0.056, 0.100], [0.041, 0.030, 0.118], [-0.055, 0.046, 0.158], [-0.001, -0.067, 0.254], [-0.129, 0.238, 0.208]]
}

=====

5.
{
  "formula": "C4H9NO2",
  "method": "the ωB97M-V functional and the def2-TZVPD basis",
  "total_energy_ha": -362.83288,
  "homo_ev": -8.9,
  "species": ["C", "C", "C", "N", "C", "O", "O", "H", "H", "H", "H", "H", "H", "H", "H", "H"],
  "xyz": [[1.395761, -0.315570, 1.047850], [-1.675255, 1.179776, 0.484761], [1.187728, -0.271520, -1.085531], [-0.842763, 0.004886, 0.689591], [-0.658597, -0.929880, -0.498241], [0.331961, 0.399453, 1.336881], [-1.503579, -0.825039, -1.387935], [-0.390349, -1.920879, -0.080212], [1.288529, -1.395019, 1.083639], [2.306755, 0.163865, 1.392566], [-1.199629, 1.907278, -0.178517], [-2.594058, 0.835176, 0.020033], [-1.899378, 1.630060, 1.451490], [2.273867, -0.306980, -0.973778], [0.949925, 0.756694, -1.353367], [1.029083, -0.912300, -1.949229]],
  "atomic_forces_ev_per_a": [[-1.379, -0.812, -2.099], [0.215, -0.065, -0.070], [1.839, 0.683, 0.785], [0.267, -0.877, -0.456], [-2.242, 0.426, 1.381], [-0.420, 0.799, 0.001], [1.181, 0.009, 0.519], [0.506, 0.228, -0.400], [0.280, 0.003, 0.180], [-0.034, -0.132, -0.179], [-0.005, 0.051, 0.038], [0.026, -0.017, 0.023], [0.081, -0.033, -0.060], [0.291, 0.140, -0.197], [-0.189, 0.001, 0.177], [-0.417, -0.402, 0.355]]
}

=====

6.
{
  "formula": "C4H9NO2",
  "method": "the ωB97M-V functional and the def2-TZVPD basis",
  "total_energy_ha": -363.01728,
  "homo_ev": -9.5,
  "smiles": "CC(N)=O.CC=O",
  "species": ["C", "C", "N", "O", "H", "H", "H", "H", "H", "C", "C", "O", "H", "H", "H", "H"],
  "xyz": [[-1.190097, -0.675291, -0.118409], [-1.396293, -0.175633, 1.299015], [-0.239786, -0.252404, 2.004026], [-2.448748, 0.243293, 1.759166], [-1.806407, -1.558592, -0.274396], [-1.693363, 0.076318, -0.760796], [-0.110487, -0.975859, -0.223406], [-0.232815, -0.005205, 2.977562], [0.623405, -0.454207, 1.515932], [0.789911, 1.064737, -1.172706], [1.538986, -0.201534, -1.143125], [1.841007, -0.795650, -0.146761], [0.170882, 1.284952, -2.048946], [0.384227, 1.425269, -0.222614], [1.825836, 1.462727, -1.299314], [1.943744, -0.462920, -2.145228]],
  "atomic_forces_ev_per_a": [[-0.622, -0.292, 0.248], [-0.170, -0.072, 0.213], [0.133, 0.061, 0.206], [0.502, -0.295, -0.336], [-0.042, -0.231, 0.261], [1.008, -0.346, -0.070], [-2.097, 0.516, -0.394], [0.002, 0.124, 0.017], [-0.061, -0.069, 0.307], [1.090, 0.510, 0.033], [-0.408, -0.210, -0.865], [0.698, -0.601, 0.507], [0.407, -0.178, 0.202], [0.122, -0.260, -0.300], [-0.576, 1.646, -0.240], [0.013, -0.303, 0.210]]
}

=====

7.
{
  "formula": "C4H9NO2",
  "method": "the ωB97M-V functional and the def2-TZVPD basis",
  "total_energy_ha": -362.97433,
  "homo_ev": -8.8,
  "smiles": "O[C@H]1COCCN1",
  "species": ["O", "C", "C", "O", "C", "C", "N", "H", "H", "H", "H", "H", "H", "H", "H", "H"],
  "xyz": [[1.473027, 1.326935, 0.721223], [0.889045, 0.100787, 1.041375], [-0.819183, 0.468309, 1.012608], [-1.391990, -0.495736, 0.173989], [-0.908809, -0.384733, -1.156864], [0.637569, -0.508267, -1.225102], [1.175334, -0.892677, 0.072826], [0.577374, 1.691498, 0.714692], [1.213427, -0.265701, 2.027403], [-1.237284, 1.478219, 0.669607], [-1.257577, 0.360896, 2.009653], [-1.250145, 0.561772, -1.611071], [-1.385441, -1.210112, -1.689604], [1.111802, 0.444527, -1.485079], [0.945058, -1.243270, -1.975674], [0.804683, -1.779949, 0.397594]],
  "atomic_forces_ev_per_a": [[-0.573, 0.240, 0.193], [-1.919, -0.126, 0.397], [0.604, -0.945, 0.285], [-0.204, -0.195, -0.019], [-0.019, -0.069, -0.293], [-0.052, -0.041, -0.046], [0.021, -0.107, 0.034], [1.127, 2.065, -0.506], [-0.387, 0.130, -0.154], [1.375, -0.529, 0.118], [0.181, -0.298, -0.080], [0.026, -0.136, 0.145], [0.037, 0.116, -0.014], [-0.179, -0.235, -0.019], [-0.119, 0.116, 0.127], [0.081, 0.013, -0.170]]
}